Here is 8 unconnected molecules or ions with the total composition C28H72N4O4S4 from OMol25. Energies are from the ωB97M-V functional and the def2-TZVPD basis.

ORCA input file:
```
! RIJCOSX wB97M-V def2-TZVPD def2/J DEFGRID3
* xyz -1 2
C 26.90588 -7.22216 26.38655
C 26.17225 -7.72699 25.20686
N 25.97478 -6.82774 24.00559
C 25.04912 -5.73998 24.31974
C 23.60738 -6.13428 24.58661
C 25.70260 -7.64234 22.79453
C 25.92736 -6.73588 21.58716
H 27.19567 -8.08164 26.99106
H 26.35746 -6.65430 27.13813
H 27.79030 -6.68451 26.04472
H 26.51111 -8.74488 25.01409
H 25.14681 -7.80640 25.56779
H 25.45213 -5.15510 25.14654
H 24.94370 -5.03431 23.49572
H 23.16959 -6.20739 23.59108
H 23.44407 -7.04601 25.16122
H 23.16015 -5.37691 25.23042
H 24.73901 -8.15178 22.80351
H 26.39491 -8.48417 22.80631
H 26.95158 -6.36719 21.64301
H 25.15343 -6.00877 21.34128
H 25.87932 -7.37724 20.70713
C 23.20170 -5.01510 19.29715
C 22.20733 -5.35768 20.46451
N 21.18634 -4.26075 20.65042
C 21.68687 -2.88466 20.66435
C 22.73844 -2.56493 21.72464
C 20.28051 -4.53898 21.78861
C 18.91935 -4.01468 21.57982
H 23.74011 -4.07686 19.43104
H 22.82574 -4.96387 18.27533
H 23.93746 -5.81819 19.25455
H 21.53722 -6.19491 20.26934
H 22.90883 -5.35114 21.29875
H 22.04986 -2.55391 19.69124
H 20.95508 -2.07719 20.68852
H 22.29363 -2.67166 22.71401
H 23.68287 -3.10826 21.75545
H 22.98933 -1.50426 21.73691
H 20.61274 -4.15555 22.75334
H 20.20641 -5.59406 22.05207
H 18.35617 -4.34896 22.45113
H 18.38559 -4.28361 20.66830
H 18.91903 -2.92951 21.68230
C 24.71141 -5.78676 15.99113
C 24.51612 -7.27318 16.32102
N 23.27028 -7.75188 16.79201
C 22.14802 -7.41489 15.93973
C 22.28766 -8.13129 14.56434
C 23.26935 -9.16602 17.21749
C 23.82591 -9.31287 18.65219
H 23.95521 -5.15611 16.45861
H 24.70010 -5.59215 14.91870
H 25.77811 -5.62337 16.14457
H 24.82324 -7.88131 15.47016
H 25.10409 -7.43990 17.22357
H 21.20888 -7.73980 16.38757
H 22.05406 -6.33063 15.87922
H 22.00601 -9.18319 14.61202
H 21.56001 -7.67066 13.89617
H 23.31705 -8.07770 14.20997
H 23.78905 -9.82073 16.51794
H 22.23467 -9.50831 17.19804
H 23.12945 -9.09740 19.46251
H 24.76621 -8.86114 18.96823
H 23.94968 -10.39424 18.71057
C 25.73040 -9.49399 13.33296
C 26.41450 -10.19725 14.44328
N 26.88563 -10.78655 15.28482
H 24.79731 -9.93621 12.98384
H 26.29887 -9.39267 12.40848
H 25.61723 -8.48509 13.72971
C 19.28674 -5.83746 17.56955
S 18.35112 -7.35285 17.12859
O 17.32764 -7.73082 18.16241
C 17.32305 -6.56752 15.77407
H 18.70097 -5.14132 18.16986
H 19.73968 -5.31285 16.72828
H 20.09850 -6.01384 18.27526
H 16.55365 -7.20735 15.34195
H 17.99101 -6.41069 14.92712
H 16.91731 -5.63526 16.16698
C 28.24623 -4.19515 14.58174
S 27.74031 -5.41400 13.33777
O 26.86640 -6.40365 13.97890
C 26.62076 -4.36168 12.27305
H 28.86150 -4.68298 15.33774
H 27.30315 -3.77369 14.92970
H 28.92545 -3.48085 14.11640
H 26.34363 -5.08751 11.50854
H 27.23720 -3.53837 11.91214
H 25.72718 -3.97661 12.76430
C 26.01835 -11.03162 21.18231
S 25.69349 -12.58774 22.13438
O 25.39570 -12.24083 23.57230
C 24.01140 -12.95821 21.37058
H 26.04015 -11.07751 20.09349
H 27.02214 -10.71218 21.46243
H 25.21943 -10.35074 21.47597
H 24.13286 -13.15557 20.30550
H 23.38013 -12.07216 21.43782
H 23.42193 -13.77060 21.79560
C 20.03208 -4.73209 11.84256
S 20.21561 -4.10077 13.53473
O 20.06210 -5.38337 14.30105
C 21.95405 -3.65212 13.37324
H 20.93527 -5.33923 11.78135
H 20.08702 -3.94271 11.09292
H 19.17961 -5.40620 11.75910
H 22.14077 -3.07739 14.28039
H 22.06391 -3.01928 12.49259
H 22.61477 -4.51307 13.47479
*
```

Output
**HOMO energy (alpha / beta)**: 0.2 / -5.9 eV
**E_LUMO (alpha / beta)**: 2.1 / 2.1 eV
**Max |F|**: 3.5 eV/A
**Calculated total energy**: -3222.44254 hartree

These are the Löwdin partial charges, in e, on atoms 1 to 5: -0.115, -0.256, -0.166, -0.257, -0.088